The following is a DFT calculation (ωB97M-V with the def2-TZVPD basis set) of C12H12 as an isolated structure at a distorted geometry.

Cartesian coordinates (Å):
C  0.594165  2.586015  -1.489630
C  1.028000  1.636806  -2.394553
C  0.155227  2.199178  -0.230571
C  0.761600  0.243683  -2.194711
C  -0.059027  0.866722  -0.056005
C  0.248786  -0.148650  -0.999114
C  0.285824  0.170479  1.792933
C  -0.904534  -0.154803  0.842607
C  1.439704  -0.746468  1.518560
C  0.902382  -1.881608  0.638283
C  -0.312481  -1.295725  -0.136997
C  -2.407015  -0.155661  1.140648
H  0.723755  3.762024  -1.572816
H  1.414200  1.973871  -3.361344
H  -0.063685  2.996252  0.518014
H  1.107221  -0.564044  -2.940931
H  2.120104  -0.194008  0.956091
H  1.876387  -1.063512  2.400793
H  1.771415  -2.140106  -0.033689
H  0.491828  -2.666329  1.355121
H  -1.026753  -2.007134  -0.483837
H  -2.519774  -0.203980  2.221878
H  -2.846519  -1.134298  0.727467
H  -3.047427  0.676788  0.779002

Cartesian forces (eV/Å) of the 6 atoms listed first:
1.31 2.71 0.59
-0.89 -0.59 -1.02
-0.87 1.25 0.67
1.85 -1.07 -1.66
-1.16 -1.43 0.11
-1.47 1.00 0.99

Results
**Frontier orbital gap**: 7.62 eV
**LUMO energy**: 0.1 eV
**Strongest force on any atom**: 0.0728 Eh/bohr
**Relative energy (zero: lowest compared OMol25 entry of this formula, charge and spin)**: 5.939 eV

Mulliken atomic charge list, values in e, 6 entries: C -0.300; C -0.483; C -0.631; C -0.577; C 0.219; C 0.119